# 1
A cluster of 8 separate species, C23H54N7O8 in total at a distorted geometry, computed with ωB97M-V/def2-TZVPD.

Results
electronic energy = -1894.12233 Ha
energy above the lowest of the compared OMol25 structures with the same formula, charge and spin = 0.0 kJ/mol
orbital gap = 8.26 eV

```
! wB97M-V def2-TZVPD RIJCOSX def2/J DEFGRID3
* xyz -1 1
C 0.67000 0.93518 1.51075
C -0.37060 0.80668 0.43950
O 0.08325 1.03906 -0.80133
H 1.34769 0.09777 1.61475
H 0.25495 1.03762 2.55241
H 1.28402 1.78071 1.26244
H -1.20340 1.56426 0.64446
H -0.90426 -0.18247 0.47882
C -1.25733 -2.57124 -1.94555
C -1.44973 -1.63034 -3.11952
O -2.04070 -1.97254 -4.14927
N -0.89880 -0.44111 -2.96948
C -1.13593 0.69571 -3.86444
H -2.13706 -3.13125 -1.80356
H -0.96167 -1.99885 -1.09835
H -0.43450 -3.20980 -2.27783
H -0.46358 -0.15406 -2.08897
H -0.46373 1.41499 -3.54799
H -2.16182 1.09021 -3.81732
H -0.90787 0.36344 -4.82349
C -6.94502 -3.95126 -0.67746
C -5.74301 -3.02886 -0.49132
O -4.91441 -3.06967 0.37198
N -5.72743 -2.07298 -1.47044
C -4.87692 -0.88230 -1.33409
H -6.81611 -4.65912 -1.52607
H -7.93672 -3.42413 -0.78018
H -6.95713 -4.51198 0.27500
H -6.42329 -1.99939 -2.19635
H -4.96737 -0.14823 -2.14687
H -3.87782 -1.17995 -1.32660
H -5.06771 -0.32063 -0.42357
C 5.65426 0.82152 3.53722
C 5.01445 -0.23650 4.41317
O 4.87905 -0.10394 5.59743
N 4.57362 -1.27979 3.68096
C 3.77103 -2.35709 4.17902
H 5.31668 1.80416 3.86002
H 5.44287 0.72676 2.39043
H 6.73778 0.91591 3.67921
H 4.65860 -1.23679 2.63003
H 3.15271 -2.75999 3.32834
H 3.07020 -2.03474 4.93372
H 4.29359 -3.23647 4.60110
C 1.90889 -1.95979 -0.50743
C 3.43873 -1.92883 -0.47371
O 4.07230 -1.75019 0.61868
N 4.01068 -1.94289 -1.68432
C 3.32173 -1.92597 -2.96282
H 1.50975 -0.96680 -0.78027
H 1.56383 -2.18479 0.46126
H 1.52390 -2.75954 -1.14099
H 4.97834 -2.05598 -1.72162
H 2.49688 -1.26126 -2.81498
H 3.07621 -2.92250 -3.19821
H 3.96385 -1.59704 -3.80002
C -3.20178 3.11796 -1.09458
C -2.17177 4.13772 -1.03376
O -2.45018 5.31156 -1.10903
N -0.89378 3.77323 -0.89506
C 0.13077 4.76658 -0.86189
H -3.69150 2.89151 -0.12331
H -2.69610 2.17766 -1.47994
H -4.09049 3.44402 -1.67720
H -0.59164 2.77433 -0.97296
H 1.06972 4.24904 -0.60992
H -0.06560 5.49557 -0.10010
H 0.23616 5.31124 -1.77515
C -1.88024 -1.96254 3.15653
C -2.69954 -0.78188 3.61209
O -3.72185 -0.86107 4.27321
N -2.26821 0.40040 3.06896
C -2.93876 1.64340 3.46354
H -0.95086 -1.72374 2.70925
H -2.35551 -2.51894 2.37512
H -1.72738 -2.64354 3.97868
H -1.59916 0.35336 2.36159
H -2.45029 2.48651 2.90147
H -2.75907 1.76755 4.52074
H -4.02342 1.55028 3.35610
C 2.40837 2.01437 -3.12734
C 3.54269 1.87027 -2.13544
O 4.76246 1.97043 -2.40612
N 3.08448 1.60769 -0.91774
C 3.94614 1.47524 0.25214
H 1.75161 2.76876 -2.73483
H 1.87236 1.03051 -3.23749
H 2.84855 2.22057 -4.11741
H 2.08894 1.48953 -0.78111
H 3.38965 0.85969 0.91813
H 4.14712 2.42061 0.85996
H 4.92220 1.05921 0.08660
*
```

---

# 2
A structure of composition C23H56CdN4O7Tl at a distorted geometry, computed with ωB97M-V/def2-TZVPD.

Results
electronic energy = -1994.57749 Ha
orbital gap = 1.82 eV

```
! wB97M-V def2-TZVPD RIJCOSX def2/J DEFGRID3
* xyz 3 1
Cd 0.47013 2.20133 1.24161
Tl -1.32189 0.02351 4.20636
C 3.31071 2.24982 4.37396
C 1.88942 1.89178 4.40233
O 1.32251 1.74543 5.49531
O 1.23358 1.81984 3.28237
H 3.48944 2.88232 3.50442
H 3.76492 1.29395 4.11293
H 3.79823 2.66389 5.25655
O -0.65140 0.65518 1.44848
H -1.09783 -0.00637 0.88492
C 0.96113 -3.59261 5.98162
C 1.75234 -2.30393 5.71951
C 2.12269 -1.97452 4.25519
O 0.99835 -1.86708 3.36069
C 1.46080 -1.97025 2.00047
N 1.01578 -1.17812 6.28504
H 1.48250 -4.52810 5.77877
H 0.10602 -3.68346 5.31182
H 0.64426 -3.76748 7.00978
H 2.65333 -2.46942 6.31021
H 2.76419 -2.76540 3.86649
H 2.59517 -0.99246 4.23431
H 0.61895 -1.72623 1.35249
H 1.81550 -2.97452 1.76870
H 2.21544 -1.22207 1.75790
H 1.65929 -0.42970 6.49920
H 0.63720 -1.39894 7.19500
C -4.81971 -0.58856 0.26612
C -3.89373 -0.99910 1.46733
C -2.63424 -1.83279 1.01454
O -1.82710 -2.11615 2.16863
C -1.56971 -3.54043 2.22622
N -3.52390 0.27642 2.10188
H -5.67817 0.02426 0.54105
H -5.15788 -1.49172 -0.24186
H -4.12739 -0.12667 -0.43777
H -4.56438 -1.63110 2.04949
H -2.01697 -1.30248 0.28938
H -3.17213 -2.67883 0.58676
H -0.80269 -3.62529 2.99602
H -1.15755 -3.92401 1.29291
H -2.51587 -4.02372 2.46977
H -4.31604 0.90138 2.05666
H -2.85136 0.74134 1.50888
C -0.71634 4.85545 -1.35136
C -1.35819 3.46761 -1.15956
C -2.17360 2.97081 -2.33739
O -2.65273 1.62093 -2.11485
C -3.50649 1.31223 -3.25402
N -0.31039 2.53762 -0.88769
H -0.23595 5.11205 -0.40718
H -1.46376 5.64010 -1.46871
H 0.12524 5.00913 -2.02680
H -1.99992 3.51963 -0.28003
H -1.53666 3.00303 -3.22134
H -2.91585 3.75119 -2.50519
H -4.33300 2.01323 -3.37053
H -4.00434 0.34826 -3.14911
H -2.92686 1.41850 -4.17099
H 0.25925 2.50408 -1.72105
H -0.76970 1.63810 -0.89104
C 3.23032 0.27066 -4.71087
C 2.19307 0.88345 -3.78299
C 0.91968 1.32859 -4.53837
C 0.08152 0.13959 -5.00973
C -0.25330 -0.68904 -3.73611
C 0.90179 -1.19241 -2.86819
N 1.76364 -0.02119 -2.61990
O 2.71855 -0.29239 -1.70459
C 0.35393 -1.65207 -1.48669
C 1.48090 -2.34576 -3.65258
C 2.74911 2.25839 -3.24143
H 3.42391 1.00282 -5.49480
H 2.96997 -0.69546 -5.14321
H 4.17621 0.05282 -4.21497
H 0.40087 2.03895 -3.89467
H 1.20646 1.80227 -5.47724
H 0.60745 -0.45992 -5.75276
H -0.76638 0.43484 -5.62776
H -1.01839 -1.46049 -3.82323
H -0.87096 0.05384 -3.23140
H 0.94896 -2.38414 -0.94069
H 0.46736 -0.85136 -0.75586
H -0.70904 -1.88055 -1.40920
H 1.00652 -3.26916 -3.32030
H 1.58306 -2.10347 -4.71039
H 2.51682 -2.46340 -3.33459
H 2.81409 3.02225 -4.01629
H 3.78878 2.09643 -2.95693
H 2.11673 2.60454 -2.42387
H 2.63571 0.41049 -1.05597
*
```

---

# 3
A cluster of 9 separate species, C23H56Cl2O13 in total at a distorted geometry, computed with ωB97M-V/def2-TZVPD.

Results
electronic energy = -2808.20378 Ha
SMILES = C1CCOC1.C1CCOC1.C1CCOC1.ClCCl.OCCO.OCCO.OCCO.OCCO.OCCO
energy above the lowest of the compared OMol25 structures with the same formula, charge and spin = 251.1 kJ/mol
orbital gap = 9.56 eV

```
! wB97M-V def2-TZVPD RIJCOSX def2/J DEFGRID3
* xyz 0 1
C 2.16964 1.34062 -3.07009
C 2.87465 1.34456 -1.79133
C 3.00774 2.83052 -1.42747
O 3.08528 3.38625 -2.75264
C 2.51233 2.62137 -3.77120
H 1.08995 1.35243 -2.92093
H 2.41967 0.46319 -3.66648
H 3.87059 0.93412 -1.95790
H 2.31398 0.73252 -1.08483
H 3.93876 3.02334 -0.89444
H 2.15396 3.20301 -0.86143
H 3.30069 2.47281 -4.50911
H 1.69678 3.08538 -4.32586
C 0.51432 -3.85601 -3.12522
C 0.96249 -3.80186 -4.56213
C 1.05953 -2.31285 -4.93533
O 0.87478 -1.68335 -3.68808
C 0.94330 -2.50304 -2.57935
H 1.08652 -4.65540 -2.65443
H -0.53630 -4.11693 -2.99775
H 0.45256 -4.39002 -5.32512
H 1.96460 -4.22552 -4.62850
H 0.23924 -1.88459 -5.51138
H 2.05230 -2.12527 -5.34438
H 0.42723 -2.12391 -1.69729
H 2.01387 -2.51001 -2.37460
C -0.07848 1.01128 5.94774
C 1.17496 0.46108 6.56249
C 1.42720 -0.62007 5.48222
O 0.84775 -0.22071 4.25595
C -0.11842 0.78046 4.50268
H -0.16950 2.09115 6.06479
H -0.90337 0.50844 6.45250
H 1.03450 0.07337 7.57147
H 1.97143 1.20489 6.54075
H 1.00443 -1.59024 5.74325
H 2.49800 -0.81844 5.43585
H -1.13954 0.56073 4.19101
H 0.17011 1.67319 3.94781
Cl -1.84654 -0.37517 1.18859
C -0.31889 0.52802 0.96717
Cl -0.33717 2.30893 0.96376
H 0.40425 0.16985 1.69990
H 0.12751 0.29995 -0.00072
O -2.71328 1.17056 -2.88192
C -1.94777 0.07803 -3.05337
C -2.57351 -1.03949 -3.89011
O -3.29659 -0.59890 -5.01812
H -3.53371 0.92055 -2.45066
H -0.92266 0.35422 -3.30030
H -1.75500 -0.37675 -2.08172
H -3.27665 -1.62462 -3.29739
H -1.73068 -1.68167 -4.14574
H -3.37733 0.35679 -5.05979
O -1.71402 3.64121 -3.54065
C -0.95763 3.89084 -2.35176
C -1.87381 4.52353 -1.39224
O -2.62627 5.68106 -1.69438
H -2.12208 2.77422 -3.48222
H -0.47873 2.93923 -2.12109
H -0.17810 4.61376 -2.59221
H -1.47753 4.59291 -0.37920
H -2.62695 3.74371 -1.27931
H -2.78846 5.73336 -2.63912
O -0.21769 -4.22652 4.75786
C -0.57527 -3.26482 3.77340
C -0.31046 -3.74833 2.32156
O 1.00440 -3.93367 2.08164
H 0.63644 -3.99971 5.13286
H -1.64594 -3.22457 3.97374
H -0.15736 -2.28880 4.02005
H -0.77217 -3.07709 1.59743
H -0.82175 -4.70711 2.23539
H 1.19620 -4.87383 2.11196
O -5.48570 1.34865 0.71670
C -4.32585 2.15502 0.66718
C -4.01050 2.83135 1.99025
O -4.89726 3.79654 2.27804
H -6.27368 1.75134 1.08888
H -3.40665 1.70125 0.29669
H -4.49266 2.93852 -0.07202
H -3.09585 3.39496 1.80629
H -4.11071 2.07352 2.76726
H -4.84521 3.98773 3.21737
O 3.96274 -3.09534 2.90224
C 4.24678 -2.87903 1.51722
C 3.66707 -1.51976 1.03914
O 2.29541 -1.53644 0.69656
H 3.03178 -3.29295 3.02819
H 5.30996 -2.83867 1.28033
H 3.82043 -3.78066 1.07749
H 4.27290 -1.20290 0.19021
H 3.88653 -0.73360 1.76155
H 1.84809 -2.09569 1.33589
*
```

---

# 4
A cluster of 8 separate species, C23H56Cl3N7O9 in total at a distorted geometry, computed with ωB97M-V/def2-TZVPD.

Results
electronic energy = -3350.83287 Ha
SMILES = COCCNCCOC.COCCNCCOC.ClC(Cl)Cl.CC(N)=O.CC(N)=O.CC(N)=O.CC(N)=O.CC(N)=O
energy above the lowest of the compared OMol25 structures with the same formula, charge and spin = 368.8 kJ/mol
orbital gap = 9.14 eV

```
! wB97M-V def2-TZVPD RIJCOSX def2/J DEFGRID3
* xyz 0 1
C -3.38245 -0.49955 0.19009
O -2.50694 -1.24583 0.92090
C -2.68285 -1.13168 2.30529
C -2.77398 0.30837 2.88340
N -1.49685 1.09646 2.65506
C -0.36109 0.87371 3.67724
C -0.84453 0.68193 5.08606
O -1.01636 -0.63981 5.47383
C -1.67068 -0.73649 6.72248
H -4.39705 -0.39067 0.57329
H -3.36164 -0.90364 -0.82202
H -3.01413 0.49837 -0.04782
H -1.73066 -1.49350 2.69325
H -3.24354 -1.91777 2.81105
H -2.89310 0.17270 3.95834
H -3.68160 0.77854 2.50490
H -1.18120 0.66961 1.79584
H 0.35136 1.69824 3.65122
H 0.27964 0.07408 3.30553
H -1.73869 1.30127 5.15674
H -0.18239 1.17097 5.80056
H -1.67380 -1.79342 6.98895
H -2.69024 -0.35980 6.64061
H -1.18340 -0.22085 7.54999
C -7.46010 0.50656 -4.00487
O -6.25130 0.52665 -3.29123
C -5.13176 1.11087 -4.03550
C -3.73817 0.86923 -3.25981
N -3.00808 2.05781 -2.76848
C -3.83890 2.90419 -1.90101
C -3.05753 3.88421 -1.13425
O -1.99347 3.22665 -0.40957
C -1.54661 3.98661 0.66963
H -7.31769 0.01045 -4.96492
H -7.82280 1.50178 -4.26199
H -8.23294 -0.04346 -3.46795
H -5.52267 2.12662 -4.09495
H -4.94215 0.72724 -5.03799
H -3.03567 0.27695 -3.84616
H -3.94965 0.23458 -2.39923
H -2.24854 1.67224 -2.22576
H -4.57229 2.31150 -1.35425
H -4.49671 3.48990 -2.54315
H -3.75136 4.42220 -0.48828
H -2.59726 4.59903 -1.81637
H -1.37321 5.03849 0.44252
H -0.57892 3.60463 0.99486
H -2.24584 3.95741 1.50529
Cl 4.60595 1.82029 0.15751
C 3.04382 1.17121 0.41766
Cl 2.26257 0.65176 -1.07023
Cl 1.94425 2.22697 1.31778
H 3.02682 0.19830 0.90884
C 0.95822 -4.95521 2.16914
C 2.02278 -3.87440 2.59774
N 1.63248 -2.60156 2.74453
O 3.22070 -4.23978 2.80017
H 1.27730 -5.87291 1.67505
H 0.26242 -4.44286 1.50472
H 0.50166 -5.17721 3.13370
H 0.66774 -2.37137 2.93533
H 2.32921 -1.87640 2.83834
C 6.62550 -0.06396 4.09786
C 5.39187 -0.90659 3.67514
N 5.36716 -2.20044 3.88235
O 4.65935 -0.44830 2.91550
H 7.50374 -0.60164 4.45521
H 6.19973 0.49762 4.92939
H 6.95685 0.74315 3.44450
H 4.59931 -2.77201 3.56015
H 6.24877 -2.62105 4.13917
C 1.96937 0.95202 -4.98878
C 1.43670 -0.51974 -5.20712
N 0.21066 -0.81813 -4.70324
O 1.98616 -1.42110 -5.90149
H 2.24746 1.14089 -3.95191
H 1.23475 1.73076 -5.19373
H 2.82567 1.01140 -5.66058
H 0.22724 -0.57374 -3.72340
H -0.05014 -1.74675 -5.00279
C 4.88178 2.53261 -3.67302
C 5.80993 1.28927 -3.51436
N 5.41070 0.22999 -2.94710
O 6.84887 1.44619 -4.13417
H 4.08786 2.14999 -4.31442
H 5.41647 3.41005 -4.03677
H 4.35929 2.71586 -2.73413
H 6.02727 -0.56989 -2.95828
H 4.42830 0.00084 -2.99697
C 1.54431 -3.28701 -1.79555
C 0.48796 -2.34640 -1.40835
N -0.58314 -2.88281 -0.79379
O 0.44892 -1.24380 -1.78724
H 1.18563 -3.91897 -2.60800
H 1.72634 -3.92006 -0.92710
H 2.36869 -2.59505 -1.96787
H -0.90826 -3.83895 -0.77930
H -1.14739 -2.20493 -0.30165
*
```

---

# 5
A cluster of 4 separate species, C23H56NO15P3 in total at a distorted geometry, computed with ωB97M-V/def2-TZVPD.

Results
electronic energy = -3117.61067 Ha
SMILES = CCOP(=O)(OCC)OCC.CCOP(=O)(OCC)OCC.CCOP(=O)(OCC)OCC.CCOCCNC(=O)O
orbital gap = 10.02 eV

```
! wB97M-V def2-TZVPD RIJCOSX def2/J DEFGRID3
* xyz 0 1
C 2.00699 -0.38535 -6.22808
C 0.93126 -0.86053 -5.26943
O 0.71865 0.06488 -4.19425
P -0.18585 1.36154 -4.43768
O -1.57037 0.97869 -4.73692
O -0.22520 1.90063 -2.90419
C -1.45373 2.26410 -2.27547
C -1.93346 1.16209 -1.35651
O 0.94412 2.36966 -4.91468
C 0.57700 3.73250 -5.25673
C 0.78657 4.66408 -4.07991
H 1.68416 0.50245 -6.77385
H 2.24181 -1.16494 -6.95331
H 2.91292 -0.12063 -5.68350
H -0.00992 -1.04001 -5.79657
H 1.23395 -1.79803 -4.80578
H -2.21395 2.51453 -3.01569
H -1.25681 3.16888 -1.69431
H -2.03632 0.21879 -1.89292
H -2.89647 1.42022 -0.91160
H -1.21252 0.99648 -0.55422
H -0.45382 3.77436 -5.61525
H 1.22319 4.02275 -6.08299
H -0.03205 4.59163 -3.36584
H 0.83731 5.69723 -4.42456
H 1.70655 4.41424 -3.55399
C -4.22773 2.99877 2.46640
C -2.76376 3.03436 2.06684
O -1.90199 3.16676 3.20452
P -1.55074 1.87196 4.07482
O -0.80334 0.89873 3.26905
O -0.44557 2.51642 5.07647
C 0.81143 1.87326 5.29202
C 1.90191 2.53817 4.48293
O -2.74464 1.95302 5.12023
C -2.85279 0.93373 6.14923
C -2.20719 1.39225 7.44138
H -4.46183 2.09010 3.02266
H -4.86527 3.03121 1.58208
H -4.46788 3.84432 3.11040
H -2.49392 2.14134 1.49755
H -2.57787 3.90068 1.43323
H 0.74940 0.80960 5.06256
H 1.03602 1.96151 6.35753
H 1.65265 2.55463 3.42135
H 2.85003 2.01480 4.61200
H 2.03240 3.57488 4.79580
H -2.42032 -0.00788 5.80405
H -3.91771 0.76871 6.30186
H -1.12491 1.28151 7.40526
H -2.57522 0.79522 8.27617
H -2.42592 2.44281 7.62575
C 3.32324 -1.22501 1.95996
C 3.33652 -0.85993 3.43188
O 4.08572 -1.80340 4.21483
P 5.67758 -1.69519 4.25734
O 6.09592 -0.43256 4.87772
O 5.99163 -2.83032 5.38011
C 6.85923 -2.56531 6.48190
C 6.06329 -2.27896 7.73662
O 6.01876 -2.63447 3.02110
C 7.40660 -2.84090 2.65106
C 7.95251 -4.11332 3.26763
H 4.31745 -1.12682 1.52085
H 2.64175 -0.57273 1.41348
H 3.01033 -2.26020 1.82673
H 3.73684 0.14547 3.57994
H 2.31925 -0.87302 3.82053
H 7.53991 -1.74467 6.25606
H 7.46758 -3.46161 6.62735
H 5.37320 -1.45058 7.57751
H 6.72576 -2.03096 8.56731
H 5.46766 -3.14987 8.01324
H 8.01161 -1.97556 2.93050
H 7.42319 -2.91546 1.56529
H 8.22327 -3.96387 4.31135
H 8.84770 -4.43406 2.73403
H 7.20714 -4.90607 3.22983
C -4.27806 -3.38114 -5.30835
C -3.73434 -2.54852 -6.46695
O -4.66412 -1.65974 -7.06965
C -5.10838 -0.61555 -6.22534
C -6.62206 -0.52319 -6.33349
N -7.28773 -1.60348 -5.58949
C -7.58816 -2.75936 -6.32133
O -7.58858 -3.84233 -5.82706
O -7.92329 -2.59218 -7.61014
H -4.74025 -4.31086 -5.63397
H -4.98643 -2.83517 -4.68712
H -3.43367 -3.64850 -4.66615
H -3.44536 -3.24221 -7.26058
H -2.80878 -2.03665 -6.17564
H -4.72775 0.35464 -6.57415
H -4.77254 -0.72063 -5.19218
H -6.97191 0.45583 -6.00076
H -6.83916 -0.55947 -7.40418
H -8.11966 -1.27162 -5.12017
H -8.01263 -3.49162 -7.96136
*
```